A structure of composition C26H33BrN5O5SV. Source: the Open Molecules 2025 dataset; level of theory: ωB97M-V/def2-TZVPD.

```
72
Properties=species:S:1:pos:R:3:forces:R:3:lowdin_charge:R:1
V -0.306918 0.106337 -0.216002 0.17 -0.03 -0.61 1.067
N 0.035034 0.914007 1.716313 0.16 -0.15 0.05 0.005
C -0.956851 1.951605 2.032438 -0.29 0.17 0.09 -0.061
C -2.127000 1.865185 1.070637 -0.08 -0.38 -0.35 -0.401
O -3.185194 2.349581 1.083835 0.09 0.17 0.19 0.260
O -1.747110 1.000288 -0.032352 0.40 -0.17 0.13 -0.129
H -0.062875 0.123542 2.357761 -0.06 -0.02 0.01 0.093
H 0.981246 1.277881 1.787669 0.01 -0.01 0.05 0.118
H -0.526649 2.948343 1.927825 0.02 -0.01 -0.01 0.156
H -1.348498 1.863510 3.045007 0.03 -0.03 0.00 0.159
C 6.905042 2.724185 -1.749250 -0.01 -0.01 0.03 -0.025
C 6.005614 2.357475 -2.941641 0.02 0.03 -0.06 -0.551
C 6.561774 1.108536 -3.646672 -0.01 -0.01 0.01 -0.025
C 6.004400 3.522765 -3.931292 -0.01 -0.01 0.01 -0.050
C 4.613091 2.039131 -2.424008 -0.01 0.06 -0.03 -0.104
C 4.457414 0.994981 -1.496992 -0.04 -0.15 0.14 -0.046
C 3.214346 0.670164 -1.034071 0.21 0.07 -0.09 -0.546
Br 3.008975 -0.680646 0.262803 -0.09 0.01 -0.08 0.917
C 2.080522 1.399443 -1.460624 -0.20 0.08 -0.17 -0.260
O 0.892781 1.051689 -0.964932 -0.05 0.09 0.27 -0.191
C 2.192482 2.481313 -2.364939 0.21 -0.05 -0.03 -0.044
C 3.481471 2.744481 -2.823610 -0.08 -0.03 0.04 0.054
C 1.049642 3.330508 -2.925965 -0.09 0.02 0.00 -0.520
C -0.341045 3.034587 -2.355728 0.02 0.02 0.02 -0.045
C 1.349435 4.813294 -2.641707 -0.01 -0.01 0.01 -0.021
C 0.989928 3.097706 -4.446081 0.02 0.00 0.00 -0.019
H 7.903206 2.969402 -2.111667 0.00 0.00 -0.02 0.099
H 7.008097 1.901380 -1.041237 0.00 0.00 0.01 0.083
H 6.516037 3.593095 -1.216152 0.01 0.00 0.01 0.098
H 7.564521 1.318986 -4.018341 0.00 0.01 0.00 0.099
H 5.938301 0.826510 -4.496599 0.00 0.00 0.00 0.097
H 6.634145 0.253698 -2.973356 0.00 0.00 0.00 0.083
H 7.024073 3.704456 -4.268390 0.00 0.00 0.00 0.099
H 5.644522 4.446280 -3.473717 0.00 0.01 0.00 0.095
H 5.403821 3.306667 -4.816989 0.00 0.00 0.00 0.094
H 5.316527 0.444834 -1.140759 0.01 0.00 0.00 0.118
H 3.605757 3.542780 -3.537448 0.00 0.02 0.00 0.104
H -0.383122 3.173302 -1.273295 -0.01 0.03 -0.04 0.083
H -0.690769 2.030757 -2.601959 0.00 -0.01 -0.01 0.069
H -1.047451 3.734794 -2.800264 0.00 0.00 0.00 0.106
H 1.404214 5.004462 -1.568685 0.01 0.00 0.01 0.098
H 0.547700 5.426229 -3.053986 -0.01 0.00 0.00 0.100
H 2.280110 5.148528 -3.094047 0.04 -0.01 -0.01 0.086
H 0.802914 2.046076 -4.675574 0.00 0.00 -0.01 0.090
H 1.915391 3.389677 -4.940549 -0.01 0.00 -0.01 0.089
H 0.181133 3.689919 -4.874824 0.00 0.01 0.01 0.101
N -0.627184 -7.805539 2.873398 0.02 -0.07 0.02 0.163
C -0.817237 -6.536135 2.482600 -0.04 0.17 -0.07 -0.280
C -0.107140 -5.479423 3.102081 -0.04 -0.07 -0.03 -0.001
C -0.313665 -4.185439 2.712191 0.10 0.07 0.08 -0.047
C -1.228038 -3.903219 1.691176 -0.05 0.22 -0.11 -0.331
C -1.931968 -4.935046 1.057987 -0.08 0.05 -0.10 -0.050
C -1.732080 -6.230358 1.447251 0.07 -0.06 0.08 0.001
S -1.523882 -2.284658 1.239170 0.30 -0.22 0.15 0.684
O -1.294898 -1.376082 2.335746 -0.07 -0.02 0.08 -0.302
O -2.693926 -2.152961 0.430243 -0.11 -0.09 -0.01 -0.244
N -0.229729 -1.776498 0.163480 -0.44 0.31 0.64 -0.153
C -0.408097 -2.182497 -1.158648 -0.05 0.05 -0.37 -0.472
N -0.359010 -3.406132 -1.621599 0.00 0.03 0.10 0.203
C -0.600286 -3.512877 -2.929602 -0.04 -0.01 -0.01 -0.028
C -0.866767 -2.421123 -3.757934 0.00 0.06 -0.01 0.017
C -0.865721 -1.167506 -3.187051 0.09 -0.11 -0.06 -0.022
N -0.640634 -1.069556 -1.871459 -0.01 0.02 0.03 0.051
H -0.007976 -8.029952 3.631721 0.00 0.00 0.00 0.120
H -1.155509 -8.558772 2.470366 0.00 0.00 -0.01 0.121
H 0.587514 -5.702401 3.900860 0.00 0.00 0.01 0.123
H 0.212272 -3.378413 3.205192 0.00 -0.02 0.02 0.121
H -2.647106 -4.698504 0.281426 0.00 -0.02 0.01 0.121
H -2.287161 -7.029665 0.974517 0.00 0.00 0.00 0.124
H -0.582454 -4.516775 -3.336791 0.01 0.00 0.00 0.135
H -1.068414 -2.558723 -4.809374 0.01 0.01 -0.01 0.127
H -1.051763 -0.255886 -3.739377 -0.01 -0.01 -0.01 0.134
```
Positions in Å, forces in eV/Å.

Computed properties:
HOMO-LUMO gap (spin up / spin down): 4.4 / 4.4 eV
net charge: +2
spin multiplicity: 1
DFT total energy: -151737.104 eV
largest force on an atom: 0.8 eV/Å
HOMO energy (spin up / spin down): -13.1 / -13.1 eV

=====

An isolated molecule of C26H33FINO5P2. Source: the Open Molecules 2025 dataset; level of theory: ωB97M-V/def2-TZVPD.

```
69
Properties=species:S:1:pos:R:3:forces:R:3:lowdin_charge:R:1
C 0.070026 1.395647 -5.382002 0.21 0.12 0.01 -0.166
C 1.048997 2.444863 -4.835240 -0.21 -0.38 0.02 -0.442
P 0.421590 3.107339 -3.236844 -0.58 0.21 -0.14 1.029
C 1.659307 4.425765 -2.882191 0.18 0.10 0.09 -0.410
C 1.791617 4.795861 -1.405098 0.04 0.01 -0.17 -0.154
C 0.872432 1.747189 -2.075821 0.28 -0.09 0.20 -0.268
C 1.911553 0.870286 -2.383156 -0.18 -0.03 0.18 -0.153
C 2.211215 -0.221775 -1.582806 -0.02 0.21 0.00 -0.600
I 3.832079 -1.385843 -2.222510 0.02 -0.04 0.02 0.962
C 1.496258 -0.508214 -0.414943 0.33 -0.11 -0.02 -0.183
C 1.829350 -1.712303 0.426086 -0.08 -0.08 -0.24 -0.202
C 2.826717 -1.434764 1.550712 0.20 -0.28 0.00 -0.183
C 3.303418 -2.726179 2.248023 0.04 0.37 0.11 -0.192
C 2.709435 -2.979577 3.632210 -0.24 -0.35 -0.09 -0.196
C 1.171938 -2.968828 3.716267 -0.12 -0.21 0.14 -0.187
C 0.525472 -4.360383 3.859355 0.24 0.13 -0.09 -0.166
C 0.131863 -4.948759 2.519178 -0.16 -0.27 0.06 -0.247
O -0.825329 -5.976422 2.713174 0.15 -0.06 0.16 -0.189
C -1.346645 -6.486533 1.509418 0.02 0.01 -0.17 -0.121
C 0.467515 0.379423 -0.094842 -0.22 0.19 -0.02 -0.023
C 0.156231 1.484372 -0.899002 0.08 -0.05 -0.27 -0.074
C -0.964406 2.387797 -0.512720 0.05 0.46 -0.05 -0.290
O -0.955596 3.561323 -0.815203 0.10 -0.47 0.16 0.048
C -2.090971 1.784975 0.259090 -0.17 -0.26 -0.04 -0.052
C -1.772114 0.695095 1.062017 0.09 0.03 -0.07 -0.077
C -2.738088 0.071117 1.842688 0.06 0.17 -0.03 0.020
C -4.037288 0.522001 1.791921 0.18 -0.15 0.05 0.027
C -4.347653 1.598729 0.974310 0.21 0.06 0.16 -0.247
F -5.623456 1.984351 0.988582 -0.16 0.05 0.02 0.080
C -3.408146 2.277568 0.202495 -0.15 -0.11 0.04 -0.078
P -3.849232 3.711889 -0.825032 0.34 0.42 0.17 0.515
N -3.339320 5.101759 -0.365385 -0.40 -0.27 -0.32 -0.146
O -5.446169 3.605349 -0.990194 0.11 -0.12 -0.11 -0.143
O -3.262730 3.152586 -2.201404 -0.33 0.12 -0.06 -0.145
C -0.374047 0.174126 1.117230 -0.04 -0.04 0.24 -0.247
O 0.017151 -0.405577 2.109994 -0.18 0.10 -0.22 0.105
H 0.180339 0.442209 -4.864946 -0.04 -0.01 0.08 0.063
H 0.247058 1.215318 -6.441718 -0.05 -0.03 -0.03 0.066
H -0.954688 1.739852 -5.242733 -0.07 -0.07 -0.10 0.055
H 2.046807 2.012237 -4.762424 0.13 0.25 -0.19 0.056
H 1.089338 3.289205 -5.525023 0.08 0.11 0.06 0.078
H 2.633854 4.177826 -3.312603 0.01 -0.17 0.07 0.076
H 1.295935 5.292510 -3.439470 0.02 0.03 -0.04 0.071
H 2.612373 5.499066 -1.264992 0.01 0.03 0.01 0.069
H 0.875557 5.253000 -1.042606 -0.02 -0.03 0.10 0.062
H 1.999095 3.911444 -0.801918 0.00 0.02 0.07 0.063
H 2.497735 1.040289 -3.272212 0.07 -0.09 0.02 0.063
H 0.908718 -2.173473 0.782264 0.05 0.05 0.17 0.103
H 2.301883 -2.442507 -0.230325 -0.08 -0.10 -0.05 0.045
H 3.698098 -0.968799 1.085300 -0.02 0.18 0.04 0.098
H 2.416647 -0.742143 2.283571 -0.04 0.08 -0.07 0.111
H 3.113968 -3.583310 1.596770 0.00 -0.05 -0.03 0.108
H 4.385109 -2.651367 2.373501 0.06 -0.18 -0.08 0.106
H 3.121441 -2.276441 4.356747 0.05 0.16 -0.11 0.108
H 3.049972 -3.968633 3.951890 0.12 0.04 0.12 0.102
H 0.862025 -2.361827 4.566742 0.03 0.03 0.02 0.110
H 0.737927 -2.484580 2.842818 0.07 0.14 0.09 0.064
H 1.234876 -5.038103 4.337398 -0.09 -0.07 0.15 0.108
H -0.350923 -4.317209 4.505812 -0.13 0.04 -0.12 0.114
H -0.289213 -4.178970 1.860204 0.00 0.09 0.01 0.118
H 1.014618 -5.381417 2.029706 0.02 0.13 -0.18 0.127
H -2.289072 -5.993839 1.251661 -0.03 0.03 -0.01 0.085
H -1.522537 -7.555020 1.621950 -0.07 -0.02 0.08 0.084
H -0.654565 -6.347765 0.672691 0.06 -0.02 0.02 0.083
H -2.438658 -0.754170 2.472849 -0.06 -0.03 0.04 0.127
H -4.810094 0.051508 2.382040 -0.12 0.07 -0.06 0.127
H -4.083412 5.765966 -0.189515 0.12 0.09 0.18 -0.021
H -5.796561 4.491268 -1.138029 -0.15 -0.03 0.05 0.079
H -3.206625 3.873620 -2.843757 0.31 -0.07 -0.06 0.088
```
Positions in Å, forces in eV/Å.

Computed properties:
HOMO-LUMO gap: 7.3 eV
net charge: 0
spin multiplicity: 1
DFT total energy: -68621.804 eV
largest force on an atom: 0.6 eV/Å
HOMO energy: -8.3 eV
SMILES: CCP(CC)c1cc(I)c(CCCCCCCOC)c2c1C(=O)c1c(ccc(F)c1P(=N)(O)O)C2=O

=====

A structure of composition C26H33InN8O8P3. Source: the Open Molecules 2025 dataset; level of theory: ωB97M-V/def2-TZVPD.

```
79
Properties=species:S:1:pos:R:3:forces:R:3:lowdin_charge:R:1
In 0.816629 -0.535444 -1.208385 -0.11 -0.17 -0.11 0.838
O 4.937371 -1.112834 -0.604591 0.19 -0.24 -0.02 0.069
C 3.755023 -1.124333 -0.908784 0.03 0.25 0.08 -0.457
N 2.847833 -0.162150 -0.745184 -0.33 -0.48 -0.23 0.026
C 3.110812 1.146519 -0.405461 0.23 0.64 0.19 -0.202
C 4.253953 1.570435 0.264186 0.03 -0.09 0.08 -0.001
C 4.454360 2.914967 0.518788 -0.01 0.16 0.02 -0.079
C 3.535985 3.858105 0.086670 0.12 -0.02 0.06 -0.085
C 2.388396 3.457868 -0.572566 -0.07 0.02 -0.14 -0.041
C 2.144588 2.105314 -0.802215 0.81 0.46 0.37 -0.235
N 1.033677 1.610659 -1.453604 -0.40 -0.43 -0.41 0.027
C -0.028688 2.283133 -1.856970 0.36 0.25 0.18 -0.521
O -0.372054 3.442286 -1.583587 0.00 0.14 -0.25 -0.007
C -0.892873 1.457199 -2.769222 -0.54 0.46 -0.51 -0.181
C -1.822139 2.082084 -3.595314 0.16 0.01 0.22 0.022
C -2.575494 1.312049 -4.461927 0.08 -0.21 0.07 -0.026
C -2.381314 -0.061970 -4.471894 0.05 0.04 0.03 -0.022
C -1.429363 -0.602981 -3.622457 -0.41 -0.31 -0.35 -0.093
N -0.708905 0.141983 -2.801953 0.34 -0.01 0.21 0.058
C 3.178868 -2.332050 -1.620251 0.67 -0.47 -0.18 -0.179
C 3.982161 -3.451594 -1.807730 -0.10 0.12 0.04 0.028
C 3.461831 -4.545478 -2.473300 -0.14 0.17 0.04 -0.023
C 2.161069 -4.480222 -2.954980 -0.10 0.10 0.03 -0.031
C 1.433284 -3.324307 -2.736903 -0.18 -0.50 -0.25 -0.109
N 1.936281 -2.283447 -2.090816 -0.03 0.37 0.03 0.040
H 4.980528 0.833756 0.568170 0.01 0.01 -0.02 0.106
H 5.341472 3.228209 1.046721 0.11 0.03 0.04 0.103
H 3.711262 4.909010 0.258064 0.03 0.11 0.02 0.101
H 1.677541 4.188052 -0.930143 -0.02 -0.01 0.04 0.104
H -1.912464 3.156019 -3.552082 -0.02 0.06 0.06 0.124
H -3.298113 1.769120 -5.121134 -0.05 0.04 -0.05 0.117
H -2.954690 -0.702133 -5.123956 0.02 -0.07 -0.04 0.114
H -1.247075 -1.668016 -3.584195 -0.06 -0.01 0.00 0.109
H 4.988407 -3.433029 -1.418069 0.02 0.04 0.04 0.127
H 4.049582 -5.439298 -2.613150 0.10 -0.06 -0.03 0.116
H 1.713800 -5.307683 -3.484425 -0.03 -0.02 -0.04 0.111
H 0.407176 -3.227956 -3.067716 0.03 -0.08 -0.01 0.105
N -0.642800 -4.593418 0.998596 0.24 -0.71 -0.48 0.151
C -0.938509 -3.191150 1.384643 0.20 0.94 -0.44 -0.489
C -1.773839 -3.132205 2.638242 -0.13 0.10 0.04 -0.055
P -1.778430 -2.623158 -0.182830 -0.57 0.08 -0.30 0.354
O -2.827380 -1.461861 0.209099 0.31 -0.18 0.10 -0.139
O -2.482636 -3.841626 -0.658687 -0.29 -0.24 0.07 -0.272
O -0.751192 -2.045759 -1.103719 0.20 0.27 -0.02 -0.326
P 0.708869 -2.350704 1.385588 0.26 -0.25 1.14 0.350
O 1.074848 -2.465360 2.948825 -0.45 0.03 -0.15 -0.105
O 0.597036 -0.886167 1.042139 0.02 -0.14 -0.13 -0.393
O 1.569067 -3.233228 0.560085 0.16 -0.24 -0.13 -0.257
H -1.356884 -4.802489 0.242232 0.20 -0.30 0.33 0.122
H -0.680660 -5.261888 1.769602 0.01 0.16 -0.07 0.172
H 0.327863 -4.541430 0.597010 -0.15 -0.27 0.07 0.129
H -2.753943 -3.579366 2.466293 -0.05 -0.02 0.07 0.097
H -1.911553 -2.098955 2.940012 -0.08 0.03 0.06 0.062
H -1.274905 -3.647282 3.459343 0.02 -0.02 0.01 0.093
H -3.698465 -1.867292 0.242291 -0.37 -0.04 0.03 0.090
H 2.026264 -2.457537 3.052864 0.53 -0.01 0.25 0.087
C -1.480251 4.044596 1.939162 0.24 0.53 0.05 -0.101
N -2.721823 3.276123 1.486299 -0.28 0.29 0.13 -0.073
C -3.260122 2.505588 2.674008 -0.41 -0.14 0.47 -0.120
N -2.260237 1.701232 3.274211 -0.03 0.01 0.34 -0.147
C -1.118658 2.506096 3.682115 -0.01 0.10 0.07 -0.151
N -0.542939 3.183005 2.540660 0.21 0.27 0.34 -0.141
C 0.102279 2.289309 1.594811 0.15 -0.35 -0.50 -0.256
P -1.077322 1.059803 0.802149 -0.74 1.07 0.44 1.100
C -2.384960 2.365101 0.372750 0.31 -0.63 -0.61 -0.235
C -1.858523 0.581449 2.441754 0.04 -0.44 -0.46 -0.302
H -1.823879 4.793016 2.660212 -0.05 -0.06 -0.12 0.148
H -1.051645 4.528927 1.057750 -0.16 -0.07 0.02 0.152
H -3.425468 3.949770 1.173726 0.07 -0.06 0.07 0.187
H -4.083924 1.874453 2.323065 0.09 0.22 -0.04 0.146
H -3.634092 3.233360 3.401927 0.04 0.02 -0.19 0.147
H -0.361506 1.866416 4.137045 -0.10 0.02 0.00 0.143
H -1.449915 3.249226 4.415419 0.05 -0.07 -0.05 0.140
H 0.893573 1.723165 2.095802 -0.03 0.09 -0.06 0.114
H 0.570336 2.898512 0.817484 -0.08 -0.19 0.17 0.071
H -3.294557 1.857516 0.036528 0.00 0.07 0.13 0.106
H -1.988433 2.964139 -0.455894 -0.14 -0.06 0.20 0.074
H -1.118989 -0.009283 2.989829 -0.10 -0.02 -0.05 0.090
H -2.740410 -0.032487 2.247928 0.10 -0.10 0.01 0.078
```
Positions in Å, forces in eV/Å.

Computed properties:
HOMO-LUMO gap: 6.9 eV
net charge: +1
spin multiplicity: 1
DFT total energy: -88841.897 eV
largest force on an atom: 1.4 eV/Å
energy relative to the best compared isomer or geometry (same formula, charge and spin): 0.0 kJ/mol
HOMO energy: -9.3 eV